No. 1
The following is a quantum chemistry calculation of a molecular structure, C4H6N2O2 at a distorted geometry, from OMol25.

Each line ends with the Löwdin spin population.
Geometry (Å):
C  -0.9375  -1.2947  -0.4830  0.129
C  2.3537  0.1541  -0.0847  0.081
C  -0.1589  1.0016  -0.1326  0.066
C  0.8896  0.0991  0.3866  0.488
N  -1.2465  0.0591  -0.4958  0.209
N  0.2351  -1.6300  -0.0875  0.820
O  2.7972  1.1176  -0.6495  0.116
O  2.8303  -1.0853  0.0569  0.011
H  -1.8076  -2.0072  -0.6584  0.036
H  -0.5817  1.6083  0.6719  0.013
H  0.2429  1.5852  -1.0119  0.007
H  0.7959  -0.0480  1.3916  0.020
H  -1.7065  0.2989  -1.4099  0.002
H  2.3698  -1.6617  0.7170  0.000

Summary:
2S+1	3
M	114.104	u
calculated total energy	-11314.3391	eV
⟨S²⟩	2.01
E_LUMO (alpha / beta)	0.65 / -2.71	eV
energy relative to the best compared isomer or geometry (same formula, charge and spin)	57.0	kcal per mole

No. 2
The following is a quantum chemistry calculation of a molecular structure, C23H17Br2IN3OPd at a distorted geometry, from OMol25.

Each line ends with the Mulliken charge.
Geometry (Å):
Pd  -0.7931  0.9840  -0.4319  -0.571
O  -6.8572  -0.8465  -0.7933  -0.506
C  -5.5426  -0.6888  -0.7471  0.939
C  -4.6404  -1.6832  -0.3527  -0.611
C  -3.2922  -1.3931  -0.3053  -0.796
N  -2.8012  -0.1996  -0.6241  -0.050
C  -3.6609  0.7280  -1.0393  0.369
Br  -2.8002  2.3625  -1.5357  -0.141
C  -5.0205  0.5587  -1.1213  -0.556
H  -7.1436  -1.7317  -0.5271  0.320
H  -4.9892  -2.6679  -0.0843  0.341
H  -2.5634  -2.1348  -0.0089  0.451
H  -5.6880  1.3374  -1.4484  0.481
C  0.0387  0.4388  4.8163  -0.530
C  0.9760  -0.4791  4.3629  -0.605
C  1.0795  -0.7709  3.0205  -0.219
C  0.2042  -0.1587  2.1092  0.317
C  -0.7911  0.7165  2.5836  -0.027
C  -0.8462  1.0325  3.9244  -0.837
N  0.2428  -0.4033  0.7661  0.701
N  1.1798  -1.0477  0.1886  -0.512
C  1.1265  -1.0645  -1.1570  0.387
C  1.9297  -1.9164  -1.9345  -0.453
C  1.8796  -1.8461  -3.3092  -0.681
C  1.0100  -0.9741  -3.9504  -0.488
C  0.1734  -0.1433  -3.1989  -0.303
C  0.2725  -0.1556  -1.8347  0.558
H  -0.0109  0.6865  5.8650  0.419
H  1.6405  -0.9619  5.0618  0.394
H  1.8149  -1.4674  2.6493  0.465
H  -1.5322  1.1337  1.8786  0.342
H  -1.5878  1.7309  4.2845  0.413
H  2.5530  -2.6321  -1.4236  0.512
H  2.5055  -2.4982  -3.8991  0.435
H  0.9660  -0.9331  -5.0280  0.457
H  -0.5217  0.5183  -3.7087  0.425
Br  2.8346  2.2006  2.7486  -0.075
C  3.2323  1.6740  0.9763  0.326
C  4.3463  0.8887  0.7174  -0.384
C  4.6624  0.5417  -0.5844  -0.648
C  3.8592  0.9546  -1.6336  -0.557
C  2.7351  1.7219  -1.3818  -0.319
C  2.4309  2.0795  -0.0798  -0.199
I  0.6677  3.2335  0.2666  0.164
H  4.9695  0.5736  1.5404  0.474
H  5.5453  -0.0473  -0.7767  0.428
H  4.1015  0.6872  -2.6486  0.475
H  2.1061  2.0626  -2.1911  0.473

Summary:
charge	+1
M	744.541	u
calculated total energy	-182301.9280	eV
E_LUMO (alpha / beta)	-4.25 / -4.25	eV
energy relative to the best compared isomer or geometry (same formula, charge and spin)	39.9	kcal per mole

No. 3
The following is a quantum chemistry calculation of a molecular structure, C27H29BeN5O2PS at a distorted geometry, from OMol25.

Each line ends with the Mulliken charge.
Geometry (Å):
Be  0.2310  1.4602  1.0760  -0.188
N  0.6400  1.1431  4.9134  -0.034
C  0.3167  2.4739  4.8460  -0.598
C  0.1208  2.7392  3.5302  -0.408
N  0.3156  1.5905  2.8069  0.513
C  0.6299  0.6511  3.6686  -0.229
H  0.8639  0.6250  5.7478  0.225
H  0.2585  3.0949  5.7169  0.420
H  -0.1443  3.6607  3.0526  0.451
H  0.8465  -0.3744  3.4308  0.440
O  -0.1543  -0.0692  0.6987  -0.515
P  0.2403  -1.3351  -0.0339  1.765
C  -0.3845  -1.3081  -1.7142  0.163
C  0.3555  -0.7234  -2.7394  -0.263
C  -0.1923  -0.6078  -4.0076  -0.844
C  -1.4738  -1.0772  -4.2553  -0.578
C  -2.2159  -1.6611  -3.2370  -0.714
C  -1.6739  -1.7775  -1.9682  -0.854
C  -0.4936  -2.7319  0.8201  0.127
C  -0.3487  -4.0267  0.3244  -0.349
C  -0.8986  -5.0936  1.0119  -0.701
C  -1.5965  -4.8730  2.1928  -0.540
C  -1.7492  -3.5871  2.6843  -0.776
C  -1.1990  -2.5134  1.9986  -0.160
C  2.0129  -1.5311  -0.1080  0.611
C  2.6016  -2.3523  -1.0688  -0.404
C  3.9765  -2.5113  -1.0925  -0.788
C  4.7686  -1.8506  -0.1655  -0.273
C  4.1867  -1.0424  0.8000  -0.761
C  2.8121  -0.8858  0.8329  -0.811
H  1.3554  -0.3509  -2.5487  0.381
H  0.3854  -0.1571  -4.8023  0.487
H  -1.8926  -0.9978  -5.2482  0.432
H  -3.2105  -2.0341  -3.4354  0.460
H  -2.2479  -2.2437  -1.1775  0.427
H  0.1906  -4.2054  -0.5964  0.379
H  -0.7856  -6.0972  0.6286  0.437
H  -2.0255  -5.7088  2.7270  0.402
H  -2.3015  -3.4182  3.5974  0.453
H  -1.3316  -1.5028  2.3622  0.377
H  1.9970  -2.8439  -1.8192  0.414
H  4.4322  -3.1282  -1.8529  0.411
H  5.8438  -1.9424  -0.2114  0.376
H  4.8081  -0.5094  1.5046  0.393
H  2.3654  -0.2229  1.5635  0.518
N  5.3198  0.0877  -1.3994  -0.519
C  4.5333  0.8995  -1.1802  0.566
N  3.6683  1.8563  -0.9745  -0.800
C  2.6229  1.8402  -0.3067  1.316
N  1.6211  1.8969  0.3064  -0.331
C  -1.6015  5.0797  -2.2420  -1.142
C  -1.6786  4.5012  -0.8383  -0.484
S  -1.1774  2.7734  -0.8379  0.422
O  -1.0113  2.4552  0.6562  -0.226
C  -2.7101  1.9521  -1.3094  0.467
C  -3.7900  1.9723  -0.2430  -1.329
H  -1.8994  6.1251  -2.2159  0.386
H  -2.2696  4.5679  -2.9309  0.311
H  -0.5909  5.0222  -2.6374  0.332
H  -2.6738  4.5763  -0.4034  0.292
H  -0.9694  4.9770  -0.1610  0.377
H  -2.4072  0.9363  -1.5645  -0.559
H  -3.0131  2.4443  -2.2345  0.590
H  -3.3877  1.6587  0.7188  0.265
H  -4.5801  1.2795  -0.5277  0.442
H  -4.2406  2.9560  -0.1288  0.349

Summary:
charge	+1
M	527.615	u
calculated total energy	-60540.2922	eV
E_LUMO	-2.00	eV
energy relative to the best compared isomer or geometry (same formula, charge and spin)	11.2	kcal per mole

No. 4
The following is a quantum chemistry calculation of a molecular structure, C6H4Cl3FO4PdSSi at a distorted geometry, from OMol25.

Each line ends with the Mulliken charge.
Geometry (Å):
Pd  0.9102  -0.2490  1.3759  -0.216
O  -3.1902  1.5786  1.6532  -0.530
S  -2.0600  0.8746  2.1197  1.282
O  -1.3463  1.6982  3.3136  -0.276
O  -0.7835  1.0923  1.2009  -0.534
O  -2.1397  -0.4967  2.4982  -0.554
Cl  1.1562  0.3508  4.1690  -0.139
Si  0.2359  1.5185  2.8004  0.711
Cl  2.9471  -1.1643  1.4124  -0.440
Cl  1.1685  3.2308  2.3936  -0.191
F  -0.1956  -1.2100  -4.4466  -0.311
C  0.0662  -0.9657  -3.1504  0.277
C  -0.7840  -1.4882  -2.1959  -0.576
C  -0.5177  -1.2345  -0.8557  -0.159
C  0.5951  -0.4785  -0.5476  0.437
C  1.4514  0.0448  -1.4937  -0.138
C  1.1740  -0.2035  -2.8323  -0.452
H  -1.6406  -2.0742  -2.4988  0.433
H  -1.1786  -1.6165  -0.0873  0.454
H  2.3216  0.6174  -1.2082  0.493
H  1.8100  0.1751  -3.6205  0.428

Summary:
M	432.024	u
calculated total energy	-76957.3554	eV
E_LUMO	-1.49	eV
energy relative to the best compared isomer or geometry (same formula, charge and spin)	0.0	kcal per mole

No. 5
The following is a quantum chemistry calculation of a molecular structure, CH3NO4 at a distorted geometry, from OMol25.

Each line ends with the Mulliken charge.
Geometry (Å):
C  0.6381  0.7095  0.9317  -0.496
N  -0.9239  -1.0999  -1.0703  1.082
O  -1.1094  -1.4265  0.0226  -0.429
O  -0.9771  -1.4945  -2.1327  -0.466
O  -0.2470  1.0966  -0.0594  -0.126
O  -0.0680  0.4742  -1.2110  -0.285
H  0.1998  -0.0742  1.6544  0.214
H  1.0253  1.6903  1.4820  0.219
H  1.4622  0.1244  0.3827  0.287

Summary:
M	93.038	u
calculated total energy	-10757.7530	eV
E_LUMO (alpha / beta)	-0.16 / -0.16	eV
energy relative to the best compared isomer or geometry (same formula, charge and spin)	132.9	kcal per mole

No. 6
The following is a quantum chemistry calculation of a molecular structure, C31H24CoI2N2O3, from OMol25.

Each line ends with the Löwdin spin population.
Geometry (Å):
Co  1.4238  0.5134  -1.8168  2.064
C  4.2048  -1.3982  0.6097  0.001
O  4.4694  -0.4134  1.6315  0.017
C  3.6692  0.6545  1.8092  0.046
C  3.7676  1.2983  3.0049  -0.001
C  2.9365  2.4051  3.3315  0.067
C  1.9980  2.8509  2.4526  -0.019
C  1.8650  2.2449  1.1760  0.086
C  0.8763  2.7424  0.3189  0.021
N  0.5922  2.2692  -0.8823  0.152
N  -0.3484  2.9240  -1.4960  0.235
C  -0.7094  2.2678  -2.6484  0.056
O  -0.3706  1.1220  -2.9336  0.149
C  -1.5977  3.0376  -3.5665  0.003
C  -1.5756  2.7308  -4.9235  0.005
C  -2.4028  3.4170  -5.8027  0.000
C  -3.2656  4.3996  -5.3258  0.006
C  -3.2856  4.7060  -3.9711  0.000
C  -2.4455  4.0327  -3.0931  0.007
C  2.7495  1.1483  0.8005  0.092
O  2.7508  0.6643  -0.3409  0.212
H  4.8554  -2.2333  0.8552  0.000
H  4.4387  -1.0260  -0.3796  0.000
H  3.1666  -1.7260  0.6333  0.001
H  4.4921  0.9179  3.7151  -0.001
H  3.0383  2.8801  4.3009  0.005
H  1.3385  3.6713  2.7153  -0.002
H  0.2812  3.5835  0.6750  -0.002
H  -0.8982  1.9606  -5.2706  0.000
H  -2.3772  3.1821  -6.8605  0.000
H  -3.9211  4.9276  -6.0106  0.000
H  -3.9573  5.4712  -3.5986  0.000
H  -2.4404  4.2718  -2.0361  0.000
I  2.9062  1.8823  -3.4451  -0.009
C  1.5844  -1.0618  -3.0375  -0.095
I  0.3016  -2.7728  -3.1312  -0.002
H  2.5728  -1.4682  -2.8488  0.003
H  1.5382  -0.6542  -4.0375  -0.001
C  0.3988  -0.5698  -0.6612  0.182
C  -0.1616  -1.2443  0.1966  0.052
C  -0.7978  -2.0135  1.1741  0.312
C  -2.2501  -2.2081  1.1120  0.016
C  -2.9373  -1.9694  -0.0891  0.060
C  -4.3107  -2.1366  -0.1748  -0.006
C  -5.0493  -2.5273  0.9378  0.070
C  -4.3925  -2.7275  2.1473  -0.006
C  -3.0170  -2.5675  2.2368  0.061
C  0.0385  -2.5870  2.2503  0.020
C  1.1675  -1.8990  2.7123  0.046
C  1.9751  -2.4297  3.7089  -0.004
C  1.6872  -3.6726  4.2621  0.050
C  0.5859  -4.3823  3.7956  -0.004
C  -0.2258  -3.8481  2.8047  0.045
H  -2.3689  -1.6552  -0.9568  0.003
H  -4.8098  -1.9578  -1.1213  -0.002
H  -6.1223  -2.6624  0.8663  0.005
H  -4.9587  -2.9976  3.0327  -0.002
H  -2.5272  -2.6953  3.1941  0.002
H  1.3979  -0.9302  2.2792  0.003
H  2.8365  -1.8665  4.0529  -0.001
H  2.3185  -4.0875  5.0392  0.003
H  0.3646  -5.3647  4.1990  -0.001
H  -1.0634  -4.4235  2.4284  0.001

Summary:
charge	-1
2S+1	5
M	785.285	u
calculated total energy	-95486.1476	eV
⟨S²⟩	6.19
E_LUMO (alpha / beta)	2.21 / 0.45	eV
energy relative to the best compared isomer or geometry (same formula, charge and spin)	0.2	kcal per mole

No. 7
The following is a quantum chemistry calculation of a molecular structure, C4H10N3 at a distorted geometry, from OMol25.

Each line ends with the Mulliken charge.
Geometry (Å):
C  0.5376  -1.3218  -0.5936  -0.420
C  0.4483  0.9575  -0.8386  -0.199
C  1.8006  0.0381  0.9173  -0.885
C  -2.3298  0.5310  0.3163  -0.825
N  -0.7421  -1.1260  -0.0593  -0.525
N  1.2177  -0.0723  -0.3931  -0.016
N  -1.1242  0.0191  -0.1284  0.524
H  1.0344  -2.1823  -0.0897  0.332
H  0.4962  -1.5933  -1.7176  0.330
H  0.6097  1.9039  -0.2763  0.324
H  0.1950  0.9133  -1.9799  0.297
H  2.8144  -0.4211  0.6830  0.302
H  1.9962  0.9767  1.3182  0.401
H  1.0598  -0.4387  1.5715  0.345
H  -2.2088  0.7691  1.3132  0.377
H  -3.1393  -0.2520  0.2688  0.312
H  -2.6658  1.2987  -0.3117  0.328

Summary:
charge	+1
M	100.145	u
calculated total energy	-8770.5587	eV
E_LUMO	-4.73	eV
energy relative to the best compared isomer or geometry (same formula, charge and spin)	93.2	kcal per mole

No. 8
The following is a quantum chemistry calculation of a gas-phase ion, C16H22BBrN3O6 (charge +1) at a distorted geometry, from OMol25.

Each line ends with the Mulliken charge.
Geometry (Å):
H  1.1300  -2.2265  -3.6739  0.312
N  1.6710  -1.9200  -2.8651  -0.658
C  0.9256  -1.2025  -2.1427  -0.104
C  1.3837  -0.5789  -0.8363  0.419
C  0.2648  -0.5582  0.1858  -0.530
C  -0.6365  0.4979  0.3096  1.280
C  -0.4497  1.7216  -0.6044  0.016
O  -0.4427  2.8065  -0.0936  -0.460
O  -0.3639  1.4491  -1.9172  -0.228
C  0.2199  2.5038  -2.7175  -0.568
C  1.7581  2.4754  -2.7589  -0.395
C  2.4137  3.1263  -1.5373  0.502
O  2.0243  4.1445  -1.0347  -0.472
O  3.5389  2.4624  -1.0678  -0.487
C  -1.6924  0.4777  1.2460  -0.449
N  -2.5701  1.5561  1.3438  0.235
C  -3.6051  1.3890  2.3876  -1.150
C  -3.2880  1.8325  0.0872  0.429
C  -3.5599  0.7649  -0.9828  -0.894
O  -3.6534  2.9591  -0.1063  -0.495
C  -1.7597  -0.6300  2.0536  -0.024
N  -0.8705  -1.6240  1.9522  -0.187
Br  -1.0465  -3.0505  3.1458  0.115
C  0.1170  -1.6378  1.0490  0.234
B  1.1195  -2.9229  1.0199  0.657
O  0.6764  -4.1434  0.6025  -0.603
C  2.6204  -2.7320  1.4574  -0.228
C  2.9176  -3.2885  2.8822  -1.330
H  -0.1097  -1.0109  -2.4666  0.499
H  1.7105  0.4590  -0.9534  -1.034
H  2.2668  -1.1210  -0.4826  0.243
H  -0.1464  3.5057  -2.4800  0.363
H  -0.0994  2.2986  -3.7444  0.453
H  2.1133  2.9654  -3.6735  0.441
H  2.0882  1.4326  -2.8504  0.199
H  3.3764  2.2098  -0.1503  0.315
H  -4.1136  0.4105  2.3093  0.468
H  -3.2087  1.4781  3.4032  0.367
H  -4.3787  2.1389  2.2127  0.339
H  -2.7411  0.8173  -1.7102  0.136
H  -4.5018  1.0379  -1.4579  0.412
H  -3.5998  -0.2276  -0.5188  0.314
H  -2.5085  -0.7423  2.8259  0.514
H  -0.2846  -4.0681  0.5238  0.329
H  2.9315  -1.6787  1.4196  0.287
H  3.2523  -3.2624  0.7277  0.402
H  3.9933  -3.4914  2.9364  0.380
H  2.4068  -4.2394  3.0696  0.318
H  2.7108  -2.5632  3.6758  0.319

Summary:
charge	+1
SMILES string	[H]/N=C/Cc1c(C(=O)OCCC(=O)O)c(N(C)C(C)=O)c[n+](Br)c1B(O)CC
M	443.083	u
calculated total energy	-104416.1153	eV
E_LUMO	-4.76	eV

> Among the records above, which one has the lowest calculated total energy?

C23H17Br2IN3OPd

> Which formula does entry 4 have?

C6H4Cl3FO4PdSSi

> The lowest calculated total energy belongs to which entry?

C23H17Br2IN3OPd